Record 1
The following is a quantum chemistry calculation of C43H39Cl5N10O2S3Sr as an isolated structure in a non-equilibrium geometry, from the OMol25 dataset.

XYZ file:
```
103
Properties=species:S:1:pos:R:3:forces:R:3:mulliken_charge:R:1
Sr 0.457535 -0.019569 0.917953 0.8 0.2 -0.2 0.7573
C -0.962405 3.271373 -3.757301 0.1 0.0 0.0 -0.9494
C -2.310200 3.182803 -4.054251 -0.2 -0.1 0.0 -0.6312
C -3.119960 2.376325 -3.269826 -0.1 0.2 -0.3 -1.1995
C -2.553347 1.682285 -2.207460 -0.1 -0.3 0.3 0.7381
N -1.265712 1.762450 -1.927458 0.5 0.5 0.2 0.8191
C -0.490120 2.542081 -2.677233 -0.1 -0.1 0.3 -0.3418
C -3.355923 0.721916 -1.367273 0.3 0.0 -0.1 0.7214
C -4.740765 0.692869 -1.430381 -0.4 0.0 0.0 -0.9003
C -5.431916 -0.295934 -0.745032 -0.1 0.2 -0.2 -0.8964
C -4.722320 -1.233495 -0.024998 0.1 -0.1 0.1 -1.0215
C -3.340985 -1.114989 0.012250 0.3 0.3 -0.1 -0.5507
N -2.669087 -0.147596 -0.626054 -0.1 -0.5 0.2 1.0267
H -0.290960 3.885919 -4.345317 0.0 0.0 0.0 0.4871
H -2.728630 3.724252 -4.893783 0.0 0.0 0.0 0.3856
H -4.171006 2.271182 -3.505647 0.1 0.0 0.0 0.3555
H 0.562202 2.570518 -2.399846 -0.1 0.0 0.0 0.2892
H -5.282423 1.431260 -2.006210 0.0 0.0 0.0 0.4216
H -6.513614 -0.330453 -0.782340 0.0 0.0 0.0 0.3889
H -5.217628 -2.031128 0.513388 0.0 0.0 0.0 0.4930
H -2.742339 -1.811873 0.590395 -0.1 0.1 -0.1 0.4678
Cl 2.536621 -3.620526 0.050093 -0.1 0.1 0.0 -0.1335
C 3.232645 -2.231636 -0.747898 0.3 0.2 -0.2 0.2499
C 2.681335 -0.959032 -0.547298 0.4 -0.3 -0.3 -1.1667
C 3.445131 0.046298 -1.117384 0.0 -0.1 -0.1 0.6973
Cl 2.918116 1.715751 -0.858325 -0.2 0.0 0.0 -0.2385
C 4.595356 -0.123488 -1.888504 0.0 0.2 0.0 -0.2303
Cl 5.440078 1.235867 -2.589162 -0.1 -0.2 0.1 -0.2253
C 5.053087 -1.413605 -2.119255 0.0 0.0 0.0 0.4569
Cl 6.453663 -1.689238 -3.110016 -0.1 0.0 0.1 -0.2482
C 4.371086 -2.479140 -1.530768 -0.1 0.0 0.1 -0.3685
Cl 4.963944 -4.092587 -1.801105 0.0 0.1 0.0 -0.2291
S 2.043458 -1.926738 3.012834 -0.4 0.0 0.2 -0.2850
C 1.115012 -1.048392 4.185292 -0.1 0.1 0.2 -0.2379
C 0.334835 -1.732439 5.149503 0.2 0.2 -0.2 -0.8369
C -0.524070 -1.092039 6.037146 -0.3 -0.4 0.2 0.6938
C -1.341665 -1.880791 6.940485 0.3 0.2 -0.3 -0.0229
N -1.981531 -2.526577 7.651526 0.1 0.1 -0.1 -0.6916
C -0.610193 0.308141 6.015857 -0.3 0.4 0.2 0.7201
C 0.186283 1.013375 5.113590 0.1 -0.2 -0.1 -0.8597
C 1.049115 0.395176 4.190940 0.0 -0.1 0.3 0.0823
S 1.988538 1.373230 3.082853 -0.1 0.0 0.3 -0.1738
C -1.522114 1.022286 6.884258 0.3 -0.2 -0.3 -0.1433
N -2.246900 1.609760 7.564598 0.1 -0.1 -0.1 -0.7031
H 0.395927 -2.813013 5.169213 0.0 0.0 0.0 0.4517
H 0.125499 2.091416 5.106841 0.0 0.1 0.0 0.4518
C -2.890084 4.186788 2.053590 0.0 0.0 0.0 -0.8580
C -1.663030 3.998769 2.946095 0.0 0.1 -0.1 -0.2260
N -0.427628 4.511259 2.360056 0.0 0.1 -0.1 0.7305
C 0.127697 5.739804 2.899494 -0.1 -0.1 -0.1 -0.9667
C -0.466103 7.016741 2.302350 -0.1 0.0 0.0 -1.1381
C 0.201503 3.779960 1.379815 -0.2 -0.4 0.1 0.4450
C 1.483910 4.356855 0.833068 0.0 -0.1 0.0 -1.6475
N -0.216157 2.644888 0.940686 0.0 0.4 -0.2 0.6510
H -3.784332 3.812804 2.564038 0.1 0.0 -0.1 0.4048
H -2.773254 3.621983 1.122199 0.0 0.1 0.1 -0.1180
H -3.042690 5.241235 1.800150 0.0 -0.1 0.0 0.3566
H -1.548469 2.941162 3.171781 0.0 0.0 0.1 -0.3221
H -1.807544 4.507809 3.897613 0.0 0.1 0.1 0.5023
H 1.205535 5.737767 2.772637 0.1 0.0 0.0 0.5377
H -0.047572 5.736820 3.973712 0.0 0.0 0.2 0.4384
H -0.400250 6.994571 1.210213 0.0 0.0 0.1 0.2267
H 0.070224 7.901803 2.666681 -0.1 -0.1 0.0 0.4208
H -1.521338 7.120890 2.574264 0.1 0.0 -0.1 0.2952
H 1.430145 5.437197 0.668941 0.0 -0.1 0.0 0.4313
H 1.698648 3.866324 -0.107860 0.0 0.0 -0.1 0.0335
H 2.306634 4.137979 1.525141 -0.1 0.0 -0.1 0.2829
H -1.053191 2.291473 1.422232 0.3 0.3 0.0 -0.2777
C -3.170718 -0.856843 3.586300 0.0 -0.1 0.1 -1.8777
C -2.037881 -0.253090 2.781191 0.4 0.3 -0.4 0.7664
O -1.187135 -1.060623 2.249058 -1.2 0.4 0.7 0.9651
O -2.010495 0.987334 2.620438 -0.1 -0.9 -0.1 -0.5780
H -2.909565 -1.847759 3.964138 0.0 0.1 0.0 0.2836
H -4.041571 -0.946251 2.925415 0.1 0.0 0.1 0.3378
H -3.431713 -0.199556 4.413978 0.0 0.0 0.0 0.4001
N -1.640627 -3.689340 1.867060 0.0 -0.1 -0.7 -0.1525
C -1.273127 -4.056660 0.616074 0.1 -0.1 0.0 0.3346
N -0.760269 -3.280771 -0.287849 0.0 -0.2 0.0 0.3307
C -0.482210 -3.995629 -1.454611 0.0 0.2 0.3 -1.4116
C 0.196484 -3.486990 -2.556721 0.1 0.1 -0.1 0.4695
C 0.437349 -4.307900 -3.647712 0.0 0.0 0.1 -1.0031
C 0.019852 -5.641453 -3.655735 -0.1 0.0 0.2 -0.5638
C -0.625603 -6.175807 -2.545944 0.0 0.1 0.0 -0.4062
C -0.857993 -5.345964 -1.454504 0.0 -0.1 -0.1 0.8749
S -1.552128 -5.740288 0.092106 0.0 0.1 0.1 -0.4962
H -1.352154 -2.752379 2.188779 0.1 0.1 0.0 -0.4350
H -1.765220 -4.406160 2.553100 0.0 -0.2 0.1 0.2789
H 0.538434 -2.460075 -2.523041 0.0 -0.1 0.0 0.6113
H 0.976112 -3.910300 -4.502290 0.0 0.0 0.1 0.4158
H 0.221891 -6.271183 -4.515842 0.0 0.0 0.1 0.3549
H -0.930166 -7.218073 -2.529084 0.0 0.1 0.0 0.3631
C 1.594173 0.448208 -4.308347 -0.1 -0.1 -0.1 -0.9619
C 0.238613 -0.179598 -4.383478 -0.2 -0.2 0.1 0.2442
N -0.536855 -0.462444 -3.365981 -0.2 -0.4 -0.5 0.4413
C -1.677290 -1.050762 -3.897473 0.2 0.1 0.3 -0.1335
C -1.586724 -1.118135 -5.252557 0.2 0.1 0.0 -1.0246
N -0.355260 -0.561418 -5.554877 -0.2 0.0 0.1 0.0165
H 1.807153 0.691648 -3.269301 0.0 0.0 0.0 -0.3068
H 1.645392 1.367781 -4.901331 0.0 -0.1 0.0 0.3975
H 2.374226 -0.232804 -4.662521 -0.1 0.0 0.0 0.4630
H -2.481570 -1.398676 -3.254415 0.3 0.1 -0.2 0.3432
H -2.248533 -1.513642 -6.009993 0.1 0.1 0.1 0.4281
H 0.035005 -0.461482 -6.466822 0.1 0.0 -0.3 0.1576
```
Forces are in eV/Å.

Values from the calculation:
- E_HOMO: -1.1674 eV
- Total charge: -2
- Energy above the lowest of the compared OMol25 structures with the same formula, charge and spin: 3.60 kcal/mol
- DFT total energy: -160180.8684 eV
- Kohn-Sham gap: 4.71 eV

---

Record 2
The following is a quantum chemistry calculation of C43H40AsN6O2Tl as an isolated structure, from the OMol25 dataset.

XYZ file:
```
93
Properties=species:S:1:pos:R:3:forces:R:3:mulliken_charge:R:1
Tl 0.219396 0.658615 -0.925118 0.1 0.0 0.0 0.9256
C -3.304000 0.859011 -0.925694 0.1 0.0 0.0 -1.2660
O -2.327708 0.574847 0.073616 0.0 -0.2 0.0 0.3464
C -2.699579 0.670152 1.363539 -0.1 0.2 0.1 0.1771
C -4.030833 0.787511 1.756753 0.1 0.0 0.0 -0.8037
C -4.349949 0.917782 3.097142 0.0 0.0 0.0 -0.6937
C -3.356157 0.935017 4.070274 0.0 0.0 0.0 -0.8805
C -2.038701 0.805693 3.691309 0.0 0.0 0.0 -0.4204
C -1.687470 0.661758 2.343818 0.1 -0.1 -0.1 -0.0234
N -0.364187 0.491699 1.921725 -0.1 -0.1 0.0 1.5160
N 0.432216 0.264485 2.892313 0.1 0.0 -0.1 -0.8229
C 1.749902 0.375265 2.823600 0.1 0.0 0.1 -0.3980
C 2.469773 1.154673 1.785360 0.2 0.3 0.2 0.7187
O 1.908648 1.637911 0.809961 -0.2 -0.3 -0.2 -0.5608
C 3.899193 1.385284 1.993983 -0.1 -0.1 -0.1 -0.9303
C 4.550498 0.829103 3.018981 0.0 0.0 0.0 -0.8388
C 3.884745 0.006492 4.016550 0.0 0.0 -0.1 0.9458
C 4.604023 -0.533270 5.080644 0.0 0.0 0.0 -0.8711
C 3.964401 -1.269631 6.061183 0.1 0.0 0.0 -0.6303
C 2.590288 -1.480126 5.982335 0.0 -0.1 -0.1 -0.6508
C 1.864174 -0.962662 4.927765 0.0 0.0 0.0 -0.5307
C 2.498128 -0.209885 3.931058 0.0 0.0 -0.1 1.0726
H -3.799274 1.806495 -0.714339 0.0 0.0 0.0 0.4603
H -4.028200 0.045479 -0.995717 0.0 0.0 0.0 0.3934
H -2.753997 0.955016 -1.857316 0.0 0.0 0.0 0.2744
H -4.817459 0.785726 1.016824 0.0 0.0 0.0 0.4891
H -5.389456 1.016789 3.382657 0.0 0.0 0.0 0.4148
H -3.612632 1.052928 5.114125 0.0 0.0 0.0 0.4114
H -1.247335 0.814179 4.427471 0.0 0.0 0.0 0.5462
H 4.378122 2.033951 1.272854 0.0 0.0 0.0 0.5398
H 5.612344 1.007035 3.149495 0.0 0.0 0.0 0.3847
H 5.670866 -0.352504 5.139968 0.0 0.0 0.0 0.4400
H 4.530745 -1.676040 6.889579 0.0 0.0 0.0 0.4034
H 2.085163 -2.055957 6.746476 0.0 0.0 0.0 0.4340
H 0.797400 -1.128906 4.864485 0.0 0.0 0.0 0.3332
N -0.760163 2.925257 -0.737882 0.1 0.3 0.2 -0.7554
C -0.318820 3.601202 0.120973 0.0 -0.2 -0.3 0.7745
N 0.063348 4.385384 1.055682 0.0 0.1 0.2 -0.7899
C 1.293468 4.374033 1.532425 0.0 -0.1 0.0 0.6282
N 2.345074 4.393471 2.022742 -0.1 0.1 0.0 -0.6379
C 4.727202 -6.252097 -3.597771 0.0 0.0 0.0 -1.5341
C 3.908895 -5.507368 -2.579769 0.0 0.0 0.0 0.5791
C 3.973096 -4.127427 -2.473951 0.0 0.0 0.0 -0.9960
C 3.222095 -3.424481 -1.538286 0.0 0.0 -0.1 -0.4920
C 3.402515 -1.922605 -1.514153 0.0 0.0 0.0 -1.5583
C 2.352514 -4.118978 -0.669813 0.0 0.0 0.0 0.9366
As 1.343647 -2.864039 0.483221 0.0 0.0 -0.1 2.9138
N -0.156678 -2.486740 -0.585390 0.1 0.2 -0.1 -0.1699
C -0.661466 -3.265667 -1.575563 0.2 0.0 0.2 -0.1139
C -0.850124 -4.654880 -1.443932 0.1 -0.1 -0.2 0.7142
C -1.459768 -5.382223 -2.447378 0.0 0.0 0.1 -1.2232
C -1.850913 -4.756671 -3.626897 0.0 0.0 0.0 -0.5680
C -1.655331 -3.386877 -3.783618 0.0 0.1 0.0 -0.6327
C -1.097284 -2.640577 -2.765500 -0.1 -0.1 -0.1 -0.3472
C 0.733515 -3.915923 2.023706 -0.2 0.1 0.0 0.3495
C 1.736574 -4.453467 2.838867 0.0 0.1 0.1 1.0903
C 3.207055 -4.245831 2.577530 0.0 0.0 0.0 -2.2820
C 1.378260 -5.205005 3.953129 0.0 0.1 0.1 -0.8438
C 0.052938 -5.398999 4.308016 0.0 0.0 0.0 0.7640
C -0.324473 -6.206660 5.519675 0.0 0.0 0.0 -1.6644
C -0.923114 -4.788045 3.529505 0.0 0.0 0.0 -0.8743
C -0.612857 -4.043018 2.397100 0.0 -0.1 0.0 0.5231
C -1.752220 -3.413514 1.638930 -0.1 0.0 0.1 -1.3186
C 2.295694 -5.522932 -0.753833 0.1 0.0 0.1 0.7948
C 1.486095 -6.440640 0.134623 0.0 0.0 0.0 -2.1822
C 3.074332 -6.179340 -1.703554 0.0 0.0 0.0 -0.9878
H 5.282840 -5.565491 -4.235409 0.0 0.0 0.0 0.3570
H 4.091257 -6.867466 -4.236294 0.0 0.0 0.0 0.3386
H 5.444631 -6.917714 -3.114113 0.0 0.0 0.0 0.3293
H 4.632009 -3.576120 -3.136397 0.0 0.0 0.0 0.3035
H 4.186818 -1.636860 -2.214265 0.0 0.0 0.0 0.4224
H 3.683543 -1.559825 -0.524459 0.0 0.0 0.0 0.3222
H 2.494467 -1.388562 -1.801976 0.0 0.0 0.0 0.0730
H -0.550630 -5.128300 -0.522912 0.0 -0.1 0.1 0.5581
H -1.623726 -6.444758 -2.315774 0.0 0.0 0.0 0.4247
H -2.312797 -5.331267 -4.419347 0.0 0.0 0.0 0.3890
H -1.955248 -2.897538 -4.701818 0.0 0.0 0.0 0.4301
H -0.948798 -1.574660 -2.875965 0.0 0.0 0.0 0.1912
H 3.417334 -3.367132 1.967076 0.0 0.0 0.0 0.2685
H 3.650171 -5.105080 2.068628 0.0 0.0 0.0 0.3191
H 3.729567 -4.109126 3.525191 0.0 0.0 0.0 0.5594
H 2.164214 -5.627438 4.572282 0.0 0.0 0.0 0.3886
H 0.550860 -6.670570 5.973367 0.0 0.0 0.0 0.3977
H -1.029060 -6.997830 5.258796 0.0 0.0 0.0 0.3558
H -0.803793 -5.580984 6.275485 0.0 0.0 0.0 0.3295
H -1.966487 -4.889247 3.813999 0.0 0.0 0.0 0.4504
H -2.563258 -3.170258 2.326928 0.0 0.0 0.0 0.5542
H -2.153476 -4.086036 0.875803 0.0 0.0 0.1 0.2379
H -1.456474 -2.500914 1.129849 0.0 0.1 0.0 -0.3924
H 0.910894 -5.928969 0.896314 0.0 0.0 0.0 -0.1391
H 2.155510 -7.139245 0.641405 0.0 0.0 0.0 0.5748
H 0.800857 -7.040365 -0.468074 0.0 0.0 0.0 0.5018
H 3.017780 -7.263357 -1.752185 0.0 0.0 0.0 0.4532
```
Forces are in eV/Å.

Values from the calculation:
- E_HOMO (alpha / beta): -7.6618 / -7.6727 eV
- Energy above the lowest of the compared OMol25 structures with the same formula, charge and spin: 18.14 kcal/mol
- DFT total energy: -123804.4284 eV
- Kohn-Sham gap (alpha / beta): 6.01 / 5.33 eV

---

Which of these has the lowest DFT total energy?
C43H39Cl5N10O2S3Sr